[1]
Below is 5 unconnected molecules or ions with the total composition C34H56B2F12N2O9 at a distorted geometry, with properties calculated with ωB97M-V/def2-TZVPD.

The LUMO energy is 0.0 eV. The molar mass is 886.4 g/mol. As for the orbital gap: 0.3010 Eh. Its structure (SMILES) is CN(C)B(O)BCCCCCCCCCCCCn1cccc1.CCOC(=O)C(F)(F)F.CCOC(=O)C(F)(F)F.CCOC(=O)C(F)(F)F.CCOC(=O)C(F)(F)F.

```
! wB97M-V def2-TZVPD RIJCOSX def2/J DEFGRID3
* xyz 0 1
C -6.60073 -3.89917 -1.41161
N -5.84759 -3.52794 -2.62077
C -6.69240 -3.45249 -3.81236
B -5.09586 -2.27352 -2.42349
O -5.81043 -1.10520 -2.14228
B -3.41422 -2.32557 -2.49954
C -2.46815 -2.05277 -1.27063
C -1.94343 -3.42544 -0.77578
C -0.57227 -3.37967 -0.08770
C -0.67640 -3.19290 1.43205
C -1.05805 -1.73267 1.80064
C -0.16970 -1.12417 2.89072
C 1.04669 -0.36169 2.31539
C 1.07225 1.12897 2.65612
C 0.29202 2.00034 1.64777
C -0.63608 3.03215 2.30731
C -2.10961 2.53420 2.41992
C -2.51011 2.31077 3.87400
N -3.37124 1.14511 4.11290
C -3.91460 0.93441 5.34441
C -4.63041 -0.20667 5.29869
C -4.53615 -0.71441 3.99008
C -3.76373 0.14718 3.28503
H -7.49810 -4.45167 -1.67076
H -6.91596 -3.04021 -0.80978
H -5.97449 -4.52414 -0.77837
H -7.72076 -3.15563 -3.59521
H -6.29447 -2.77062 -4.56348
H -6.74180 -4.43572 -4.28461
H -5.63055 -0.43216 -2.80808
H -2.86565 -2.60467 -3.53022
H -2.97489 -1.50997 -0.48009
H -1.62077 -1.47477 -1.64541
H -1.86664 -4.10735 -1.62363
H -2.67876 -3.84721 -0.09313
H -0.08722 -4.33731 -0.26646
H 0.02318 -2.56156 -0.48736
H 0.25481 -3.42280 1.94306
H -1.47020 -3.85009 1.77554
H -1.08756 -1.09612 0.91819
H -2.07906 -1.77154 2.17853
H -0.73213 -0.49059 3.57523
H 0.19529 -1.95668 3.48825
H 1.94178 -0.81362 2.73944
H 1.09807 -0.50168 1.23800
H 2.11164 1.43506 2.61473
H 0.76231 1.29001 3.68579
H 1.02836 2.57218 1.08696
H -0.23801 1.37464 0.93483
H -0.24560 3.27224 3.29189
H -0.64498 3.94659 1.72280
H -2.72732 3.29540 1.95470
H -2.22610 1.64015 1.82123
H -1.62914 2.19567 4.49972
H -3.03425 3.18237 4.25647
H -3.79615 1.57514 6.19531
H -5.17839 -0.68133 6.09000
H -4.96094 -1.60828 3.57323
H -3.47026 0.09224 2.25834
C 7.87267 3.33557 3.20123
C 7.39136 1.93854 2.87658
O 6.42148 1.48484 3.84158
C 5.17880 1.90075 3.65749
O 4.78392 2.60953 2.77862
C 4.26604 1.29697 4.73586
F 4.81717 1.37517 5.95174
F 4.03353 0.00194 4.47792
F 3.09578 1.92713 4.76996
H 8.25669 3.37795 4.21797
H 8.66260 3.63558 2.51370
H 7.05719 4.05609 3.12823
H 8.21555 1.23094 2.93416
H 6.97547 1.87766 1.87168
C -3.25817 0.05826 -5.24730
C -3.18095 0.48697 -6.69674
O -2.27291 1.59024 -6.86257
C -0.98549 1.27662 -6.93584
O -0.51637 0.17952 -6.87547
C -0.15506 2.55140 -7.15625
F -0.55610 3.53946 -6.34877
F -0.28528 2.97203 -8.42115
F 1.13237 2.32231 -6.92444
H -3.52196 0.90655 -4.61261
H -4.00680 -0.72505 -5.12250
H -2.29935 -0.32388 -4.89808
H -4.14866 0.84834 -7.03830
H -2.89110 -0.33925 -7.34439
C -3.40372 -5.81157 -3.75791
C -2.14747 -6.07520 -4.55760
O -1.58275 -7.36287 -4.23853
C -2.12592 -8.40435 -4.85057
O -3.02861 -8.38176 -5.63399
C -1.38787 -9.68795 -4.43675
F -1.17694 -9.72650 -3.11641
F -0.19665 -9.75213 -5.04710
F -2.08603 -10.76641 -4.77629
H -3.20626 -5.91501 -2.68981
H -3.77315 -4.80638 -3.94855
H -4.19094 -6.52139 -4.01232
H -1.37833 -5.34743 -4.30483
H -2.32940 -6.00230 -5.62909
C 7.65691 8.79993 1.09440
C 8.51553 9.32022 2.22660
O 8.46967 8.43510 3.36275
C 9.26756 7.37949 3.31131
O 10.01452 7.08992 2.42407
C 9.12969 6.56547 4.60718
F 7.84723 6.41192 4.95774
F 9.75616 7.18080 5.61779
F 9.66415 5.35524 4.46390
H 6.63611 8.62935 1.43769
H 7.63753 9.51745 0.27508
H 8.03921 7.85265 0.71505
H 8.13488 10.27440 2.58423
H 9.54737 9.47232 1.91317
*
```

Here are the Mulliken charges for atoms 1 to 4, given in e: -1.178 0.111 -1.159 0.464

***

[2]
Below is a molecular structure, C34H56BrHfNO6SSi, with properties calculated with ωB97M-V/def2-TZVPD.

The LUMO energy is 0.1 eV. The molar mass is 893.4 g/mol. As for the orbital gap: 0.2867 Eh. For the energy above the lowest of the compared OMol25 structures with the same formula, charge and spin, the calculation gives 0.1 kcal per mole.

```
! wB97M-V def2-TZVPD RIJCOSX def2/J DEFGRID3
* xyz 0 1
Hf 0.24785 1.40132 0.86964
C -1.82783 -1.15397 -3.05443
C -0.33837 -1.43480 -3.16104
C 0.26640 -0.61798 -4.29694
C -0.09878 -2.92489 -3.37629
O 0.25231 -1.01121 -1.90732
Si 1.73051 -1.37986 -1.31236
S 2.21543 0.01138 0.20480
O 1.80167 -2.91965 -0.77330
C 1.33925 -3.63326 0.37798
C 1.25434 -5.09118 -0.05575
C 2.34558 -3.47052 1.50875
C -0.03501 -3.12412 0.79671
O 2.79994 -1.28051 -2.53610
C 4.11876 -1.82426 -2.69944
C 4.77870 -0.97875 -3.78005
C 3.99077 -3.27311 -3.15294
C 4.90198 -1.72925 -1.39611
H -2.32675 -1.42778 -3.98570
H -2.00085 -0.09608 -2.86027
H -2.27137 -1.72810 -2.23970
H -0.22721 -0.86109 -5.23977
H 1.33200 -0.81721 -4.39057
H 0.12839 0.44479 -4.09635
H -0.58634 -3.24903 -4.29740
H -0.50976 -3.50104 -2.54549
H 0.96657 -3.14463 -3.45508
H 2.23004 -5.43508 -0.40127
H 0.54036 -5.20149 -0.87309
H 0.93647 -5.72205 0.77597
H 3.32182 -3.84958 1.20126
H 2.01817 -4.03498 2.38395
H 2.44654 -2.42169 1.78671
H -0.71359 -3.13856 -0.05707
H 0.03299 -2.10529 1.18162
H -0.45244 -3.75357 1.58510
H 4.18742 -1.01395 -4.69587
H 5.78194 -1.34848 -3.99765
H 4.84950 0.05909 -3.45365
H 3.43361 -3.32537 -4.09012
H 3.46520 -3.86061 -2.39985
H 4.97868 -3.70729 -3.31560
H 4.95032 -0.69496 -1.05483
H 5.91849 -2.09716 -1.54411
H 4.43056 -2.32961 -0.61572
C 1.85639 3.46828 3.98325
C 2.24042 2.64518 2.76774
C 3.58035 3.04957 2.18301
O 1.23120 2.80619 1.76476
H 2.57467 3.32075 4.79122
H 0.86512 3.18477 4.34072
H 1.83403 4.52796 3.72316
H 2.28277 1.58518 3.05597
H 3.55906 4.10415 1.90150
H 3.80467 2.45364 1.29788
H 4.37789 2.90030 2.91257
Br -2.62792 3.35196 4.73270
C -2.49128 1.50937 5.12940
C -3.10228 1.07847 6.29837
C -3.02014 -0.25096 6.67860
C -2.31255 -1.15784 5.90318
C -1.69409 -0.72312 4.74633
C -1.78397 0.60768 4.33506
C -1.12946 0.95488 3.04834
O -1.44394 1.94558 2.35814
O -0.20781 0.17050 2.60099
H -3.63803 1.79264 6.90711
H -3.50735 -0.57353 7.58938
H -2.23993 -2.19487 6.20073
H -1.12570 -1.40624 4.12998
C -3.48099 -1.61604 0.97417
C -3.45974 -0.24313 0.35970
C -4.63471 0.44758 0.09813
C -4.59209 1.71108 -0.48354
C -5.86367 2.46860 -0.75939
C -3.37083 2.29906 -0.78615
C -2.16314 1.63570 -0.53808
C -2.25254 0.34331 0.01176
N -0.87264 2.12878 -0.72144
C -0.54718 3.34537 -1.49055
C 0.98306 3.36515 -1.59382
C -0.99005 4.62424 -0.76785
C -1.09160 3.27552 -2.92138
H -4.49550 -1.91009 1.23989
H -2.86800 -1.65070 1.87774
H -3.08127 -2.36139 0.28401
H -5.59039 -0.00293 0.33950
H -6.73984 1.84164 -0.60053
H -5.88701 2.83434 -1.78682
H -5.94652 3.33557 -0.10122
H -3.37672 3.29489 -1.20141
H -1.36398 -0.28912 0.11892
H 1.45145 3.52178 -0.61742
H 1.30522 4.18323 -2.24018
H 1.34802 2.42663 -2.01713
H -0.59774 4.62896 0.25179
H -2.07185 4.73326 -0.71131
H -0.59214 5.49771 -1.28843
H -0.58648 2.47853 -3.46827
H -0.89750 4.21707 -3.43807
H -2.16002 3.08035 -2.96397
*
```

Here are the Mulliken charges for atoms 1 to 4, given in e: -0.214 -1.532 1.814 -1.111

***

[3]
Below is a molecular structure, C34H56Cl3CrGeN4O5PSSi, with properties calculated with ωB97M-V/def2-TZVPD.

The LUMO energy (spin up / spin down) is 0.3 / 0.3 eV. The molar mass is 922.9 g/mol. As for the orbital gap (spin up / spin down): 0.2932 / 0.2982 Eh. For the energy above the lowest of the compared OMol25 structures with the same formula, charge and spin, the calculation gives 0.0 kcal per mole.

```
! wB97M-V def2-TZVPD RIJCOSX def2/J DEFGRID3
* xyz 0 1
Cr -0.10936 1.18297 0.07971
C 0.16283 5.52321 1.82440
Si -0.67750 3.86564 2.14055
C -2.38868 3.96895 1.37205
C -0.92254 3.64285 3.99126
C 0.43734 2.50207 1.50723
H -0.41930 6.36058 2.21597
H 0.28563 5.68738 0.74941
H 1.15379 5.55514 2.28416
H -2.98586 4.70072 1.92410
H -2.91788 3.01319 1.40348
H -2.34464 4.29403 0.33102
H -1.51531 4.45266 4.42342
H 0.03745 3.61007 4.51218
H -1.43944 2.70077 4.19267
H 0.59509 1.81677 2.34967
H 1.42674 2.91770 1.29909
N -0.84150 -0.76814 -1.18356
C -1.36944 -1.29123 -2.06766
N -1.96270 -1.91235 -3.06668
C -1.22857 -2.89356 -3.86573
C -2.21623 -3.93921 -4.35228
O -3.28960 -3.33331 -5.04740
C -4.01704 -2.45108 -4.20935
C -3.13390 -1.31985 -3.71839
H -0.45484 -3.34789 -3.24749
H -0.75737 -2.39966 -4.72261
H -2.59747 -4.51065 -3.49611
H -1.73451 -4.62278 -5.04944
H -4.42429 -3.00077 -3.35129
H -4.84061 -2.06076 -4.80446
H -3.65917 -0.69391 -2.99873
H -2.81386 -0.70206 -4.56440
S 3.47609 0.48452 -2.61093
C 2.00219 0.37843 -1.75412
N 1.58823 1.45926 -1.16944
C 2.49712 2.50259 -1.36266
C 2.40695 3.80578 -0.86745
C 3.41689 4.69726 -1.15337
C 4.52222 4.32441 -1.92936
C 4.62632 3.04649 -2.43201
C 3.60523 2.14426 -2.13879
H 1.47190 -0.55939 -1.67830
H 1.55068 4.10321 -0.28489
H 3.35226 5.70743 -0.77062
H 5.30125 5.04628 -2.13527
H 5.47484 2.74781 -3.03301
Cl -1.79120 0.33107 1.81453
C 5.45384 -0.04424 0.84103
C 4.31595 -0.49860 1.74241
C 4.80539 -1.50323 2.77668
C 3.65616 0.70043 2.41047
O 3.38709 -1.16682 0.84767
P 1.84500 -1.43551 1.22010
O 1.66835 -1.98390 2.57916
O 1.07189 -0.19210 0.84297
O 1.45117 -2.44088 0.03576
C 1.85975 -3.81428 -0.15203
C 2.74456 -4.34648 0.96778
C 0.56567 -4.61350 -0.22888
C 2.60873 -3.83779 -1.47800
H 6.24450 0.41440 1.43702
H 5.09478 0.68894 0.11687
H 5.87073 -0.89567 0.30100
H 5.52261 -1.02785 3.44802
H 5.30001 -2.34144 2.28201
H 3.96479 -1.88231 3.35656
H 4.39644 1.23023 3.01226
H 2.84086 0.38600 3.06364
H 3.25598 1.38693 1.66267
H 2.24168 -4.27460 1.93040
H 3.67711 -3.78594 1.02523
H 2.97903 -5.39190 0.75990
H 0.04784 -4.57234 0.73069
H 0.76884 -5.65687 -0.47606
H -0.09194 -4.19068 -0.99207
H 3.49327 -3.20253 -1.41001
H 1.96928 -3.46107 -2.28012
H 2.92170 -4.85222 -1.73067
C -3.41273 -1.43854 4.55383
Ge -3.15869 -2.24935 2.79759
C -2.81933 -4.17113 2.93084
C -4.68994 -1.88643 1.63843
C -1.56161 -1.45069 1.97558
H -4.25208 -1.89859 5.07608
H -3.61258 -0.37179 4.45156
H -2.51700 -1.56358 5.16281
H -3.59008 -4.66337 3.52438
H -1.85199 -4.35178 3.40043
H -2.80933 -4.62520 1.93901
H -5.59793 -2.33868 2.03869
H -4.51459 -2.29106 0.64000
H -4.85086 -0.81190 1.55284
H -1.38104 -1.81058 0.96407
H -0.65770 -1.60650 2.55763
Cl -0.21615 4.14133 -2.54483
C -1.84853 3.58048 -2.48809
C -2.78407 4.20757 -3.28973
C -4.10114 3.78072 -3.28651
C -4.46448 2.71527 -2.48039
C -3.51928 2.09829 -1.68266
Cl -4.03177 0.75792 -0.70610
C -2.17385 2.51208 -1.62848
N -1.26586 1.91620 -0.81064
H -2.46559 5.03094 -3.91390
H -4.83731 4.27279 -3.90666
H -5.48363 2.35458 -2.45731
*
```

Here are the Mulliken charges for atoms 1 to 4, given in e: -0.938 -1.145 0.215 -0.737

***

[4]
Below is a molecular structure, C34H56FGeN4O4Si3Y at a distorted geometry, with properties calculated with ωB97M-V/def2-TZVPD.

The LUMO energy (spin up / spin down) is -7.3 / -8.4 eV. The molar mass is 849.6 g/mol. As for the orbital gap (spin up / spin down): 0.2689 / 0.2480 Eh. For the energy above the lowest of the compared OMol25 structures with the same formula, charge and spin, the calculation gives 2.0 kcal per mole.

```
! wB97M-V def2-TZVPD RIJCOSX def2/J DEFGRID3
* xyz 3 2
Y 0.01261 -0.18571 0.20874
F 6.74845 0.37840 -1.76249
C 6.28144 0.46496 -0.50722
C 4.94000 0.37456 -0.29454
C 4.43329 0.42058 1.01360
C 3.00757 0.33319 1.26295
O 2.21143 0.16450 0.26570
C 2.58523 0.48094 2.59531
C 3.53682 0.64653 3.58697
N 4.84731 0.65516 3.37599
C 5.75795 0.84347 4.50161
C 5.48595 0.10896 5.77595
C 6.64193 -0.29698 4.91161
C 5.33868 0.57251 2.07440
C 6.71239 0.70083 1.82755
C 7.20872 0.64717 0.54006
N 8.59614 0.79050 0.32463
C 9.09080 1.29828 -0.94542
C 10.45290 1.93118 -0.73806
N 11.39174 0.89655 -0.16073
C 10.85258 0.31728 1.12585
C 9.46541 -0.24102 0.87376
C 1.16034 0.51223 3.07765
O 0.87430 0.97204 4.14794
O 0.28028 -0.00571 2.23036
H 4.27567 0.25091 -1.13777
H 3.20988 0.77521 4.61038
H 6.13912 1.85496 4.55838
H 4.64041 -0.56390 5.80847
H 5.68216 0.64348 6.69344
H 6.53585 -1.22422 4.36398
H 7.64340 -0.05699 5.24013
H 7.39364 0.88047 2.64574
H 8.42337 2.06583 -1.33183
H 9.16295 0.51406 -1.71141
H 10.42053 2.74465 -0.01578
H 10.89292 2.27982 -1.67000
H 12.31450 1.30571 -0.00359
H 11.52643 0.14450 -0.84135
H 10.83462 1.14030 1.83801
H 11.55458 -0.44446 1.45867
H 9.07300 -0.60477 1.82122
H 9.53180 -1.10854 0.19862
O -2.33357 -0.02321 0.13286
C -3.02505 1.26741 0.18427
C -3.17624 1.83250 -1.21024
C -1.83425 1.97017 -1.94205
C -0.87729 2.84363 -1.18088
C -0.92027 4.22363 -1.31560
C -0.09346 5.01183 -0.53590
C 0.76654 4.40061 0.36565
C 0.76460 3.02588 0.44102
N -0.03826 2.25038 -0.30938
H -2.92834 -0.69205 -0.23054
H -2.40864 1.89083 0.82998
H -3.98069 1.12329 0.68471
H -3.66423 2.80687 -1.13178
H -3.84924 1.20423 -1.79931
H -1.99458 2.36713 -2.94400
H -1.39130 0.97834 -2.10350
H -1.59922 4.67149 -2.02920
H -0.11997 6.08970 -0.62669
H 1.42300 4.97912 0.99920
H 1.42059 2.51187 1.13104
C -3.51123 -3.05810 0.59712
Si -2.26224 -3.33130 -0.76774
C -2.63533 -2.27967 -2.27882
C -2.22045 -5.11786 -1.28921
Ge -0.03466 -2.99439 0.11768
Si 1.71368 -3.40622 -1.51340
C 3.37764 -2.91844 -0.83613
C 1.35020 -2.48675 -3.09491
C 1.62300 -5.25068 -1.74883
Si 0.31492 -3.92839 2.28576
C 2.06523 -3.54431 2.82241
C 0.05885 -5.76622 2.10919
C -0.90528 -3.21126 3.49461
H -4.50687 -2.90650 0.16798
H -3.28818 -2.22174 1.26135
H -3.57544 -3.94630 1.22905
H -3.69859 -2.31549 -2.53027
H -2.09302 -2.67155 -3.14238
H -2.35169 -1.22556 -2.20245
H -3.21815 -5.38274 -1.65658
H -1.98001 -5.79442 -0.46853
H -1.51858 -5.29066 -2.10491
H 3.39954 -1.87194 -0.54007
H 4.12703 -3.07066 -1.61932
H 3.66228 -3.52514 0.02480
H 1.27575 -1.40410 -2.94423
H 0.41549 -2.81990 -3.55036
H 2.14590 -2.64672 -3.82693
H 1.89065 -5.79346 -0.84134
H 2.35089 -5.51904 -2.52252
H 0.64642 -5.59812 -2.08233
H 2.79212 -4.08847 2.21473
H 2.21377 -3.84321 3.86263
H 2.28530 -2.47609 2.74247
H 0.71071 -6.21424 1.35728
H -0.97409 -6.01768 1.86171
H 0.28460 -6.24187 3.06827
H -0.88357 -2.11964 3.50556
H -0.66988 -3.55711 4.50423
H -1.92554 -3.53200 3.27325
*
```

Here are the Mulliken charges for atoms 1 to 4, given in e: 0.580 -0.343 0.371 -0.503